# 1
Here is a 3-piece molecular cluster, C21H47B2I2O5 overall from OMol25. Energies are from wB97M-V/def2-TZVPD.

Its HOMO energy is -3.90 eV. For the LUMO energy, the calculation gives 2.32 eV. The total energy comes out at -50335.412 eV. For the HOMO-LUMO gap, the calculation gives 6.22 eV.

Geometry as ORCA input:
```
! wB97M-V def2-TZVPD RIJCOSX def2/J DEFGRID3
* xyz -1 1
I -4.07238 -1.37846 -3.93530
I -1.73282 -4.69076 -1.03577
O 0.50928 -0.77833 -3.97355
O 0.75329 0.09801 -0.06974
O 2.55482 -3.03293 -2.12765
O -0.99790 0.64432 -1.58876
O -0.15663 -2.39855 -2.39871
C 2.33367 -1.62532 -2.37177
C 4.94146 1.13340 -1.61103
C -4.10230 -2.78657 -0.80335
C -0.71363 -1.28678 -4.40364
C -7.49679 1.95443 4.59832
C 2.82218 -2.92615 0.30137
C -3.13072 -3.27265 -1.88973
C -1.14483 -2.36935 -3.37454
C -1.76267 1.23691 -0.56601
C -3.82127 1.51995 4.29666
C -2.46904 -2.11169 -2.63562
C 3.61377 1.84062 -1.36335
C -4.77334 0.46406 4.85836
C 6.25337 2.44439 0.17974
C 3.42487 -3.28450 -1.06375
C -3.12448 1.08446 3.01324
C -5.91540 0.06805 3.91970
C 5.84316 1.07971 -0.37826
C 6.96101 3.35746 -0.82064
C 8.26391 2.77634 -1.35834
C -6.79528 1.22804 3.45615
B 0.76464 -1.19598 -2.56762
B 0.17408 -0.06814 -1.36235
H 5.36854 2.95990 0.56229
H -8.14830 2.74531 4.22361
H 4.74194 0.11087 -1.93782
H -2.58883 0.57136 -0.28883
H -0.61008 -1.74393 -5.39637
H -6.54263 -0.67161 4.42834
H 0.46928 -0.56118 0.56442
H 5.46817 1.61761 -2.44020
H -2.19295 2.17213 -0.92909
H 6.28958 3.57770 -1.65493
H 3.64700 -4.35460 -1.09578
H -6.78138 2.41568 5.28134
H 2.79691 -1.04863 -1.56224
H 5.32267 0.52723 0.41071
H 2.86517 -1.36424 -3.29973
H 3.12980 -3.64202 1.06761
H -2.30249 -1.27590 -1.96139
H 3.05493 1.36742 -0.55317
H 1.73489 -2.96485 0.21374
H 8.09074 1.85014 -1.90807
H -4.36407 2.45343 4.11922
H 2.98385 1.79991 -2.25331
H -3.66415 -3.89221 -2.60304
H -2.41855 1.84018 2.66743
H -4.19882 -0.43605 5.09917
H -5.13436 -2.88527 -1.14088
H 6.91043 2.28872 1.04289
H 3.76009 2.89345 -1.10771
H 6.73846 0.49534 -0.61217
H -6.19656 1.94141 2.88302
H -1.16582 1.45086 0.32321
H -3.83568 0.91139 2.20393
H -1.21947 -3.35625 -3.85743
H 7.16679 4.31652 -0.33604
H -5.18420 0.82153 5.80714
H -8.11116 1.26274 5.18007
H 3.10192 -1.92862 0.64109
H -3.92678 -1.73290 -0.58166
H -2.56811 0.15700 3.16727
H 8.95642 2.55310 -0.54257
H -7.54411 0.83982 2.76092
H 8.75964 3.47311 -2.03659
H -3.99776 -3.34893 0.12086
H -1.46648 -0.49278 -4.48532
H -5.50679 -0.43859 3.04176
H 4.37841 -2.74894 -1.20691
H -3.07011 1.74972 5.05716
*
```

***

# 2
Here is a 2-piece molecular cluster, C2H5NO overall from OMol25. Energies are from wB97M-V/def2-TZVPD.

Its HOMO energy is -10.44 eV. The SMILES is CN=C=O.[H][H]. For the LUMO energy, the calculation gives 0.74 eV. The energy above the lowest of the compared OMol25 structures with the same formula, charge and spin comes out at 164.4 kJ/mol. The total energy comes out at -5691.526 eV. For the HOMO-LUMO gap, the calculation gives 11.18 eV.

Geometry as ORCA input:
```
! wB97M-V def2-TZVPD RIJCOSX def2/J DEFGRID3
* xyz 0 1
O -2.05695 0.78615 -1.03493
N -0.02604 0.03247 -0.04528
C -1.06753 0.37445 -0.56000
C 0.47957 -1.32003 0.05660
H 0.68234 -1.71965 -0.94120
H 0.53204 2.22844 0.78830
H 1.40388 -1.31585 0.63279
H 0.30578 2.89281 0.54550
H -0.25308 -1.95881 0.55822
*
```

***

# 3
Here is a 2-piece molecular cluster, C3H3NO overall from OMol25. Energies are from wB97M-V/def2-TZVPD.

Its HOMO energy is -8.30 eV. The SMILES is C1=CO1.C#N. For the LUMO energy, the calculation gives 1.04 eV. The energy above the lowest of the compared OMol25 structures with the same formula, charge and spin comes out at 467.1 kJ/mol. The total energy comes out at -6691.651 eV. For the HOMO-LUMO gap, the calculation gives 9.34 eV.

Geometry as ORCA input:
```
! wB97M-V def2-TZVPD RIJCOSX def2/J DEFGRID3
* xyz 0 1
O 1.22261 0.36083 0.86470
N -2.31162 -0.63434 -0.18253
C -2.51835 0.43231 0.14667
C 1.86086 0.15695 -0.56084
C 1.39522 -0.80729 0.14223
H -2.77848 1.45687 0.39183
H 1.36823 -1.81745 0.54131
H 1.76153 0.85212 -1.34337
*
```

***

# 4
Here is C33H46Cl3N5PRuSi2Te as an isolated structure from OMol25. Energies are from wB97M-V/def2-TZVPD.

Its HOMO energy (alpha / beta) is -13.13 / -13.17 eV. For the LUMO energy (alpha / beta), the calculation gives -6.09 / -6.81 eV. The energy above the lowest of the compared OMol25 structures with the same formula, charge and spin comes out at 0.0 kJ/mol. The total energy comes out at -114894.227 eV. For the HOMO-LUMO gap (alpha / beta), the calculation gives 7.04 / 6.36 eV.

Geometry as ORCA input:
```
! wB97M-V def2-TZVPD RIJCOSX def2/J DEFGRID3
* xyz 2 2
Te -1.42201 -2.05305 0.17152
Ru 0.61582 -0.24057 0.52955
Cl 0.24319 -2.72075 5.34794
Cl -1.34711 -0.29544 5.61007
Cl 1.54800 -0.17471 5.89011
P 0.36260 2.00386 1.07367
Si 1.14141 -4.40300 0.60968
Si -3.30980 -2.96704 -2.43448
N 0.84962 -0.08644 -1.48520
N 1.01805 0.24606 -3.90003
N 3.30752 0.79647 -3.94535
N 0.39550 -0.55844 2.52273
N 2.03293 0.76005 -5.86153
C 0.32209 -0.73304 3.65027
C 2.12730 0.59564 -4.54451
C 1.61148 -4.26772 -1.19411
C -3.63528 3.10079 3.03781
C -1.54770 3.82479 2.02147
C 2.92875 2.95657 4.15594
C -0.66608 -3.92099 0.89330
C -4.34747 -1.43378 -2.18668
C 0.53360 2.99039 -0.43467
C 1.65254 3.80764 -0.59086
C -1.65423 2.02830 -1.34125
C -0.72376 4.98985 1.53540
C 1.82112 4.55560 -1.74386
C 0.86439 4.48361 -2.74636
C 1.32900 -6.14340 1.23995
C -1.53434 -2.52564 -1.89932
C -2.77099 4.10273 2.62875
C 3.92838 1.35201 2.64496
C -3.29578 1.77126 2.83926
C -3.22010 -3.45860 -4.22876
C 1.79267 3.02180 3.35473
C 0.19503 -0.97374 5.09237
C -0.24162 3.66051 -2.59686
C 2.58427 0.63984 0.57376
C 1.00014 0.08059 -2.62467
C 3.98195 2.12783 3.80121
C -3.90569 -4.37719 -1.36561
C 2.27583 -3.28647 1.59868
C -1.19606 2.47196 1.85972
C 2.81329 1.42189 1.82766
C 1.75368 2.27006 2.19160
C -0.42956 2.89850 -1.44813
C -2.08322 1.46671 2.24949
H 4.85357 2.06934 4.44019
H -5.38947 -1.62385 -2.45059
H -2.79102 -2.66293 -4.84112
H 2.68499 5.19730 -1.85256
H 2.17688 -2.21458 1.41304
H 0.68591 -6.83505 0.69215
H 3.31138 -3.52963 1.34478
H 2.97964 3.54081 5.06456
H -0.97980 3.60622 -3.38806
H 2.82394 0.98519 -6.43857
H 1.14311 0.59308 -6.29979
H -2.49340 2.57813 -0.90909
H -3.85233 -4.14339 -0.29908
H 0.97693 5.07266 -3.64710
H -0.83102 -3.33951 -2.06976
H -1.49478 1.15006 -0.70804
H 1.06879 -6.21514 2.29792
H -2.61345 -4.35588 -4.36545
H -1.32637 -4.66001 0.43139
H -1.95730 1.67304 -2.32630
H -3.99591 -0.61377 -2.81759
H -4.57959 3.36040 3.49732
H -0.93808 5.20864 0.48713
H 4.13207 1.04119 -4.46605
H -3.96871 0.97879 3.13786
H 0.99935 -4.90944 -1.83121
H 2.60603 1.29124 -0.29836
H 2.38724 3.87369 0.20409
H 3.40307 0.65442 -2.95497
H 0.95199 3.63216 3.65584
H 2.35750 -6.49199 1.12761
H -0.90515 -3.92883 1.95945
H 1.53452 -3.24106 -1.56266
H 2.15763 -3.43062 2.67524
H -4.21645 -3.67329 -4.62038
H -1.16377 -1.65093 -2.43690
H 3.28706 -0.17934 0.41469
H 0.34813 4.82541 1.61434
H -3.05378 5.13874 2.76795
H -3.32901 -5.28704 -1.54773
H -1.83690 0.42666 2.07286
H -0.96743 5.87918 2.11402
H 4.75219 0.69637 2.39112
H 2.64828 -4.58917 -1.31694
H -4.33615 -1.09522 -1.14729
H -4.94968 -4.60736 -1.58733
*
```

***

# 5
Here is a 5-piece molecular cluster, C34H58N5O6PS2 overall from OMol25. Energies are from wB97M-V/def2-TZVPD.

Its HOMO energy is -8.03 eV. The SMILES is CP(C)COCCOCCCCSC(=S)N(c1ccccc1)c1ccccc1.CNC(C)=O.CNC(C)=O.CNC(C)=O.CNC(C)=O. For the LUMO energy, the calculation gives -0.07 eV. The total energy comes out at -86893.676 eV. For the HOMO-LUMO gap, the calculation gives 7.96 eV.

Geometry as ORCA input:
```
! wB97M-V def2-TZVPD RIJCOSX def2/J DEFGRID3
* xyz 0 1
S 2.55099 5.03638 -1.65241
S 0.63477 3.04856 -0.54953
P -6.54934 -0.79151 1.31698
O -5.91335 -0.36402 -1.22447
O 4.52517 -4.00117 0.74995
O -1.31862 2.77394 -6.88706
O 7.00159 -1.74185 5.79302
O -5.96065 -5.32383 1.81963
O -3.98241 1.75280 -3.45447
N 3.18196 3.30594 0.25748
N 6.19559 0.34131 5.60204
N -7.21810 -6.51089 0.39114
N 5.24090 -4.32164 2.85610
N -0.77733 1.06536 -8.23595
C 4.30728 4.13924 3.68493
C 6.05614 -4.05219 4.02937
C 8.59772 -0.03552 5.27441
C -2.75523 2.41828 -8.76464
C 3.82332 -0.14858 -0.90302
C -5.59886 0.15407 0.05579
C -4.12506 0.73271 -2.49133
C 3.23493 3.95546 1.52952
C -0.91964 0.17635 -9.37185
C 2.19516 3.81102 -0.65098
C 3.50386 5.22376 4.01595
C -1.50864 1.60111 -3.37997
C 3.27504 -0.92282 0.11522
C -1.42964 2.65294 -2.26297
C -0.06996 3.37534 -2.18093
C -8.24039 -5.66685 2.45602
C -6.12716 0.23293 2.78026
C -7.04280 -5.81294 1.54512
C -2.77976 1.70512 -4.20620
C 5.28184 -3.69089 1.65879
C 3.21898 1.85946 0.28465
C 7.21305 -0.55789 5.58077
C 6.29127 -2.57520 1.50076
C -5.42274 -2.20910 1.56780
C -1.56697 2.11358 -7.88196
C 6.25163 1.76972 5.36103
C -8.42296 -7.14948 -0.09851
C 2.42717 5.04119 1.85936
C 2.56202 5.66394 3.09285
C 2.70617 -0.29092 1.21601
C 2.67231 1.09167 1.30695
C 3.80106 1.23922 -0.81373
C -5.61338 0.50316 -2.29821
C 4.18098 3.51283 2.45779
H -1.63215 2.16237 -1.30964
H -4.52532 0.05559 0.26308
H 6.62928 -4.93817 4.30828
H -1.04088 -0.85613 -9.04037
H -9.23667 -7.00514 0.60383
H -3.67208 -0.20815 -2.82410
H -6.14190 1.45737 -2.19935
H 5.29913 -0.06945 5.81092
H 8.63017 0.43024 4.28882
H -2.74240 2.63175 -4.77562
H -1.78932 0.45225 -9.95815
H -2.43683 2.65858 -9.77950
H 4.82603 2.67701 2.22459
H 2.26654 -0.89682 1.99745
H -5.45117 -2.85332 0.69183
H 5.62349 2.03741 4.50975
H -2.22425 3.38584 -2.39722
H 4.54878 -5.05229 2.90644
H -0.68272 1.74198 -4.07955
H -5.74962 -2.77150 2.43780
H 6.74478 -3.24065 3.83907
H 0.62764 3.03062 -2.93976
H -1.38972 0.59288 -2.97869
H -8.59975 -6.64111 2.78922
H 1.68493 5.41987 1.17246
H -8.71977 -6.72731 -1.06002
H 3.61016 5.72391 4.96773
H 3.30336 -2.00116 0.03643
H -5.84153 1.22196 0.11268
H 9.28561 -0.87471 5.29282
H -2.82940 0.87795 -4.92406
H -0.00294 0.91493 -7.60871
H -0.03967 0.22873 -10.01490
H 1.93228 6.51158 3.32728
H 6.19174 -2.16974 0.49862
H 7.30723 -2.94667 1.63834
H -8.26613 -8.22171 -0.22851
H -6.17952 -0.37684 3.67948
H 8.91196 0.69727 6.01811
H -3.44005 1.57048 -8.80333
H -7.93531 -5.08764 3.32154
H 7.26960 2.07641 5.14662
H 5.42741 -3.76878 4.87142
H 5.05390 3.79819 4.39097
H -6.83837 1.05365 2.84968
H -3.64183 1.02212 -1.55344
H 4.27245 -0.61093 -1.77201
H -3.27463 3.27346 -8.34460
H 5.90085 2.32234 6.23409
H -6.38510 -6.57008 -0.17280
H -0.18928 4.45018 -2.27548
H -9.05375 -5.14606 1.94973
H -4.38981 -1.87740 1.69946
H 4.21366 1.85181 -1.60437
H 2.20237 1.56768 2.15711
H 6.10782 -1.78030 2.22522
H -5.12225 0.65869 2.72227
H -5.99501 0.00687 -3.19042
*
```

***

# 6
Here is one molecule with the formula C3H7N2O2P from OMol25. Energies are from wB97M-V/def2-TZVPD.

Its HOMO energy is -10.34 eV. The SMILES is CP(C)(=O)NOC#N. For the LUMO energy, the calculation gives 0.54 eV. The energy above the lowest of the compared OMol25 structures with the same formula, charge and spin comes out at 207.0 kJ/mol. The total energy comes out at -19586.691 eV. For the HOMO-LUMO gap, the calculation gives 10.88 eV.

Geometry as ORCA input:
```
! wB97M-V def2-TZVPD RIJCOSX def2/J DEFGRID3
* xyz 0 1
P 0.41673 -0.56688 0.46450
O 0.40458 -1.74188 1.36616
O -2.18934 -0.60493 -0.36437
N -0.79210 -0.90518 -0.85950
N -3.00712 1.59864 -0.97106
C 1.93162 -0.39675 -0.56122
C -2.50221 0.57690 -0.75967
C -0.00740 1.03241 1.10929
H 0.62608 1.01980 1.98478
H 2.73801 -0.51423 0.23211
H -0.85760 -1.91763 -1.08364
H 0.39608 1.85177 0.54286
H 1.91982 -1.19428 -1.28902
H -1.05140 1.23537 1.37420
H 1.97424 0.52687 -1.18543
*
```

***

# 7
Here is one molecule with the formula C20H38NO4 from OMol25. Energies are from wB97M-V/def2-TZVPD.

Its HOMO energy (alpha / beta) is -8.06 / -9.48 eV. For the LUMO energy (alpha / beta), the calculation gives 0.45 / 0.45 eV. The energy above the lowest of the compared OMol25 structures with the same formula, charge and spin comes out at 0.0 kJ/mol. The total energy comes out at -31034.639 eV. For the HOMO-LUMO gap (alpha / beta), the calculation gives 8.51 / 9.93 eV.

Geometry as ORCA input:
```
! wB97M-V def2-TZVPD RIJCOSX def2/J DEFGRID3
* xyz 0 2
O -5.45395 3.64355 1.43413
O 3.66238 -0.83976 -2.86628
O 0.54329 -0.04146 5.28166
O -3.78489 3.38507 -0.00648
N 2.81760 -1.11557 -1.95265
C 3.64263 0.60723 -0.48261
C 2.37872 0.06409 -1.15703
C -4.21361 5.60705 0.90448
C 0.54396 -1.63256 -0.09911
C 1.85983 1.15031 -2.12943
C 1.32425 -2.69738 -0.88012
C -0.23270 -1.29001 2.38057
C -0.54889 -0.85230 4.86203
C -0.90830 -1.48127 -0.65843
C -2.39322 3.23276 0.31386
C 1.94620 -2.28924 -2.21268
C -2.01416 0.81128 -0.35558
C 0.43754 -2.18673 1.34480
C -4.53460 4.13226 0.86450
C -0.16059 -1.86634 3.79308
C 0.89283 -1.94078 -3.26902
C 2.83339 -3.43694 -2.72016
C -1.78761 2.27901 -0.69574
C 1.36938 -0.32139 -0.03603
C -1.33154 -0.16359 -1.32341
H 0.70039 0.53211 0.09970
H -0.90872 -1.35076 5.76136
H 1.02509 0.25596 4.50151
H -3.23330 5.83624 0.49777
H -4.96537 6.12223 0.30379
H 0.66989 -3.55614 -1.06476
H -1.28493 -1.13248 2.12821
H 1.95391 -0.37507 0.88551
H -1.88877 4.20294 0.30067
H -2.23760 2.50389 -1.66730
H 1.37196 -1.77227 -4.23425
H -1.66934 0.62354 0.66755
H -4.29557 5.97213 1.92639
H -3.09199 0.62528 -0.35156
H -2.31906 2.82184 1.32795
H -1.09261 -2.30700 -1.34855
H 2.63769 -3.66063 -3.76809
H 3.88413 -3.17382 -2.62654
H 0.20410 -2.78304 -3.36973
H -0.47715 0.33669 -1.78550
H -0.80051 -2.74968 3.87090
H -0.09985 -3.14304 1.30504
H 1.45109 -2.41287 1.69453
H -1.36015 -0.21031 4.49326
H 1.55450 0.73532 -3.08777
H -0.71663 2.48982 -0.78620
H 2.14428 -3.05998 -0.24994
H 1.02254 1.69998 -1.69901
H 3.41190 1.55290 0.01333
H -1.60369 -1.64832 0.16696
H -2.01423 -0.39414 -2.14455
H 4.02798 -0.09239 0.26065
H 0.23317 -0.29525 2.37256
H 4.40914 0.78252 -1.23580
H 0.30686 -1.06032 -3.01266
H 0.86216 -2.19654 4.00465
H 2.65112 1.86908 -2.33969
H 2.64961 -4.34572 -2.14472
*
```

***

# 8
Here is a 2-piece molecular cluster, C3H6F3NOSi overall from OMol25. Energies are from wB97M-V/def2-TZVPD.

Its HOMO energy is -10.55 eV. For the LUMO energy, the calculation gives -1.32 eV. The energy above the lowest of the compared OMol25 structures with the same formula, charge and spin comes out at 346.2 kJ/mol. The total energy comes out at -22772.779 eV. For the HOMO-LUMO gap, the calculation gives 9.24 eV.

Geometry as ORCA input:
```
! wB97M-V def2-TZVPD RIJCOSX def2/J DEFGRID3
* xyz 0 1
Si -0.92500 -1.25794 0.78934
F -2.41436 1.53882 0.41044
F -0.64495 2.74474 -0.10413
F -0.71137 2.10046 1.84744
O 1.68324 -0.68721 0.36125
N 1.86753 1.53660 0.12864
C -0.31483 0.43209 0.26536
C 1.13662 0.42630 0.30294
C -1.04354 1.69322 0.61047
H 2.85910 1.35498 0.21895
H -0.50000 -2.40157 0.16416
H 1.63567 2.52010 0.17132
H -2.43789 -0.99170 0.26460
H -0.75392 -1.21092 2.17831
H -0.94073 0.28294 -1.51643
*
```

***

The following max |F| values (in eV Å⁻¹) correspond, in order, to the records above: 0.3; 0.8; 1.9; 0.7; 1.4; 3.1; 0.8; 4.3.